Entry 1:
Computed, not measured: a molecular structure, C5H13N2, with ωB97M-V with the def2-TZVPD basis set.

gap between HOMO and LUMO = 10.55 eV
total charge = +1
electronic energy = -307.5115 a.u.
spin multiplicity = 1

Cartesian coordinates (Å):
C  -0.89901  0.08905  -1.58849
C  0.12352  -1.03501  -1.42286
C  0.12672  0.34757  0.91150
C  0.31099  0.32728  -0.62588
C  -0.17484  -2.19726  -0.51813
N  1.26848  0.18826  1.60732
N  -0.42851  2.13133  1.06135
H  -0.73702  0.56754  -2.58476
H  -1.92853  -0.12451  -1.31478
H  0.85951  -1.20462  -2.22555
H  -0.72107  -0.15620  1.29848
H  1.07732  0.93306  -1.09553
H  0.80658  -2.46705  -0.01759
H  -0.56327  -3.03455  -1.18333
H  -0.68937  -1.78869  0.39053
H  1.21239  -0.06273  2.62576
H  2.22604  0.44074  1.31960
H  0.19777  2.94162  0.91048
H  -0.83900  2.09522  2.01238
H  -1.22870  2.00895  0.43949



Entry 2:
Computed, not measured: 2 unconnected molecules or ions with the total composition C9H14, with ωB97M-V with the def2-TZVPD basis set.

gap between HOMO and LUMO = 9.74 eV
total charge = 0
electronic energy = -351.2958 a.u.
spin multiplicity = 1

Cartesian coordinates (Å):
C  -1.05864  1.17406  1.13250
C  -1.24268  0.23763  -0.00898
C  -0.21956  -0.07373  -0.91070
C  -0.45426  -0.78406  -2.07702
C  -1.65099  -1.49825  -2.15487
C  -2.73555  -1.12138  -1.37187
C  -2.48239  -0.36094  -0.23587
H  -2.00392  1.46905  1.59023
H  -0.72861  2.14347  0.73873
H  -0.30042  0.99242  1.89565
H  0.73217  0.41887  -0.72398
H  0.32687  -0.87751  -2.81882
H  -1.66169  -2.41009  -2.74378
H  -3.67160  -1.61448  -1.54649
H  -3.29602  0.01359  0.37933
C  3.75174  1.44817  1.68943
C  4.00271  0.13866  2.46209
H  2.68665  1.62631  1.60862
H  4.14567  2.30288  2.24732
H  4.29863  1.50389  0.75155
H  4.83881  -0.42245  2.04361
H  3.12219  -0.48875  2.48683
H  4.36441  0.36889  3.46449



Entry 3:
Computed, not measured: a molecular structure, C27H47O4PdSSi, with ωB97M-V with the def2-TZVPD basis set.

gap between HOMO and LUMO (spin up / spin down) = 4.53 / 5.79 eV
total charge = -1
electronic energy = -2173.3823 a.u.
spin multiplicity = 5

Cartesian coordinates (Å):
Pd  0.23893  0.42493  -1.82643
C  2.40121  0.61724  -0.80366
C  2.68075  -0.19416  -1.93275
C  2.34168  0.52972  -3.10823
H  3.16488  -1.16877  -1.87329
C  1.85710  1.81598  -2.70766
C  1.89046  1.86807  -1.27013
H  1.60282  2.69799  -0.62664
H  2.53268  0.33420  0.23607
H  2.48228  0.20614  -4.14486
H  1.53958  2.60925  -3.38418
C  -1.96707  0.80864  -1.20520
C  -1.32286  1.98673  -0.79960
C  -0.78508  2.59470  -1.93464
H  -1.35369  2.39621  0.21418
C  -1.11738  1.82153  -3.07620
C  -1.85782  0.68942  -2.61735
H  -2.32668  -0.07930  -3.24969
H  -2.46376  0.09605  -0.55604
H  -0.18879  3.50557  -1.93525
H  -0.89159  2.05976  -4.12167
O  0.61930  -2.16687  -2.49495
C  -0.03684  -0.10183  -7.00107
C  0.52288  -1.25408  -6.09618
C  0.77316  1.05568  -6.47692
C  -1.47734  -0.10536  -6.51083
C  0.76047  -2.27720  -3.74425
H  1.60793  -1.42924  -6.19369
H  0.04584  -2.22548  -6.29911
H  0.03983  -3.02416  -4.36750
H  1.88498  -2.22534  -4.22899
H  0.99441  1.77446  -7.23336
H  1.78360  0.77162  -6.20622
H  0.42827  1.70506  -5.66243
H  -2.16014  -0.15799  -7.33202
H  -1.92419  0.68989  -5.91766
H  -1.75128  -1.03659  -6.00531
C  0.67035  2.92938  3.13245
C  1.48725  1.67461  2.85332
C  2.83968  2.07474  2.28806
C  1.70160  0.89148  4.14006
O  0.81197  0.88496  1.83319
Si  -0.16348  -0.42941  1.72034
S  0.07681  -1.30270  -0.10116
O  0.11497  -1.36456  3.04606
C  0.63388  -2.68505  3.27680
C  1.95240  -2.89107  2.55473
C  0.86064  -2.83717  4.77737
C  -0.35548  -3.73177  2.79810
O  -1.73836  0.00871  1.75609
C  -2.88208  0.12129  2.62215
C  -4.10835  -0.23744  1.79798
C  -2.79979  -0.80756  3.82333
C  -3.00049  1.56195  3.09371
H  1.23138  3.59405  3.80542
H  -0.28032  2.68787  3.62170
H  0.46490  3.47802  2.20426
H  3.45962  1.18989  2.10168
H  2.72461  2.62980  1.35053
H  3.37298  2.71567  3.00191
H  0.75435  0.61747  4.62044
H  2.30050  -0.01218  3.96542
H  2.25647  1.51931  4.85546
H  2.70651  -2.17405  2.90338
H  2.30660  -3.90537  2.78944
H  1.82891  -2.79881  1.46768
H  -0.07782  -2.74314  5.33851
H  1.27528  -3.83589  4.96978
H  1.57578  -2.09193  5.14945
H  -1.30772  -3.64874  3.33649
H  -0.53015  -3.64643  1.71866
H  0.07136  -4.72255  3.00855
H  -4.06136  -1.28122  1.46489
H  -5.00681  -0.11275  2.41496
H  -4.19737  0.41491  0.92211
H  -1.94897  -0.56899  4.47303
H  -3.71550  -0.67741  4.42069
H  -2.74828  -1.86037  3.51944
H  -2.17947  1.82210  3.77224
H  -3.00186  2.25391  2.24237
H  -3.94366  1.68402  3.64266



Entry 4:
Computed, not measured: 2 unconnected molecules or ions with the total composition C3H4Br2, with ωB97M-V with the def2-TZVPD basis set.

gap between HOMO and LUMO (spin up / spin down) = 8.36 / 8.36 eV
total charge = 0
electronic energy = -5264.5731 a.u.
spin multiplicity = 1

Cartesian coordinates (Å):
C  0.54922  -1.60893  0.05238
C  0.93186  -0.34712  0.07324
C  -0.76808  1.38485  -0.06659
Br  2.65220  0.46115  0.19420
Br  -2.27085  0.35982  0.20029
H  1.08831  -2.51881  -0.03795
H  -0.57477  -1.65611  0.11015
H  -0.81114  2.21687  0.54392
H  -0.79675  1.70828  -1.06963



Entry 5:
Computed, not measured: a gas-phase ion, C6H11N4 (charge +1), with ωB97M-V with the def2-TZVPD basis set.

gap between HOMO and LUMO = 9.06 eV
total charge = +1
electronic energy = -453.8767 a.u.
spin multiplicity = 1

Cartesian coordinates (Å):
C  -2.26895  -0.67562  -2.62790
N  -0.83558  -0.57361  -2.00774
C  -0.68857  -0.03871  -0.83596
N  -1.66682  0.49331  -0.10051
N  -1.50727  0.53371  1.14938
N  -0.43690  0.31906  1.81584
C  0.81869  0.13797  1.25273
C  1.82841  -0.40048  2.18569
C  1.23310  1.36398  0.35161
C  0.83075  0.06659  -0.28613
H  -2.37826  -1.56216  -3.32097
H  -2.43169  0.34977  -3.05459
H  -2.94199  -0.81253  -1.86325
H  -0.08999  -0.92337  -2.67080
H  -0.64688  0.06647  2.74993
H  1.69735  -1.38716  2.40113
H  1.77946  0.14156  3.20189
H  2.95631  -0.33551  1.79786
H  2.30549  1.38856  0.33249
H  0.75921  2.31480  0.21314
H  1.68415  -0.46662  -0.68385



Look up the total charge of the first one. +1



Which value of electronic energy does entry 4 give? -5264.5731 a.u.